# 1
Density functional theory data (ωB97M-V with the def2-TZVPD basis set) for C18H25N3O4S in the gas phase at a distorted geometry.

```
51
Properties=species:S:1:pos:R:3:forces:R:3:nbo_charge:R:1
C 0.303503 4.049458 -1.613322 0.0 0.0 0.0 -0.26
H 1.107500 4.643707 -2.043298 0.0 0.0 0.1 0.20
O -0.143745 3.196644 -2.640680 0.1 0.1 -0.1 -0.53
C -1.300789 2.457604 -2.339666 0.0 -0.3 0.0 -0.06
C -1.075542 1.338562 -1.307649 -0.1 0.4 0.0 -0.45
H -1.552732 0.419934 -1.653485 0.0 0.0 0.0 0.22
H -0.001270 1.156188 -1.228531 0.0 -0.1 0.0 0.23
C -1.626825 1.677976 0.080753 0.0 0.2 -0.6 -0.22
N -1.233138 0.672779 1.031723 0.2 -0.6 0.7 -0.36
C -0.100699 0.683173 1.790434 -0.1 0.0 0.1 0.19
N 0.011892 -0.420482 2.481205 0.8 0.7 0.2 -0.32
N -1.036207 -1.190055 2.180833 -1.1 -0.8 -0.4 -0.26
C -1.787098 -0.552598 1.311982 0.6 0.5 0.2 0.26
C -2.995783 -1.091421 0.765795 -0.6 -1.2 0.3 0.22
C -3.604244 -2.288991 1.048435 0.5 0.8 -0.1 -0.25
C -4.757632 -2.341436 0.237536 -0.1 0.5 -0.4 -0.31
C -4.770557 -1.182959 -0.477561 -0.6 -0.8 0.0 0.09
O -3.709712 -0.418000 -0.168718 0.4 0.4 0.0 -0.41
H -5.451281 -0.796228 -1.209774 0.0 0.1 -0.1 0.21
H -5.478197 -3.131566 0.192365 -0.2 -0.1 -0.1 0.23
H -3.252513 -3.015944 1.749010 0.1 -0.1 0.2 0.25
S 1.032350 2.001432 1.778437 0.1 0.5 0.3 0.27
C 2.473300 1.086664 2.375281 -0.4 -0.1 -0.2 -0.63
C 2.971252 0.048479 1.383664 0.2 0.1 0.3 0.80
O 3.995187 -0.556396 1.553323 0.1 -0.1 0.0 -0.59
O 2.146031 -0.100036 0.359510 -0.1 -0.1 -0.4 -0.52
C 2.411219 -1.141441 -0.595128 0.1 -0.3 -0.3 0.09
C 1.144929 -1.979480 -0.748079 0.3 0.0 0.2 -0.41
C 1.371161 -3.075256 -1.784314 -0.2 0.2 -0.1 -0.40
C 1.780430 -2.466279 -3.122629 0.2 -0.2 0.1 -0.40
C 3.041632 -1.622307 -2.962103 -0.2 0.2 -0.1 -0.40
C 2.823629 -0.522015 -1.927691 0.2 -0.1 0.3 -0.42
H 3.737799 0.059275 -1.791117 0.0 0.1 0.0 0.22
H 2.037707 0.156932 -2.266724 0.0 0.1 0.0 0.20
H 3.316024 -1.173378 -3.918074 0.1 0.0 0.0 0.21
H 3.867191 -2.260837 -2.640536 0.1 0.0 0.0 0.20
H 1.956393 -3.258965 -3.851935 -0.1 0.0 -0.1 0.21
H 0.970031 -1.837944 -3.499226 -0.1 0.0 -0.1 0.19
H 0.457160 -3.660033 -1.900690 0.0 -0.1 0.0 0.21
H 2.157454 -3.747047 -1.434115 0.0 -0.1 0.0 0.20
H 0.328803 -1.329757 -1.071379 -0.1 0.1 0.0 0.19
H 0.870178 -2.407891 0.217912 0.0 0.1 0.0 0.23
H 3.228383 -1.757439 -0.200557 -0.1 0.1 -0.1 0.21
H 2.189801 0.574012 3.296068 0.2 0.0 -0.1 0.28
H 3.259973 1.810704 2.584871 0.0 -0.1 0.0 0.26
H -1.231729 2.634872 0.431706 -0.1 0.0 -0.1 0.22
H -2.717563 1.729462 0.052411 0.2 0.1 0.1 0.23
H -1.600077 2.025207 -3.297188 -0.1 0.0 0.1 0.20
H -2.103064 3.128504 -1.995497 0.0 0.0 -0.1 0.16
H -0.499673 4.716703 -1.277229 0.0 0.0 0.0 0.16
H 0.691641 3.494155 -0.752779 0.0 0.0 0.0 0.17
```
Positions in Å, forces in eV/Å.

HOMO level in eV: -7.96


# 2
Density functional theory data (ωB97M-V with the def2-TZVPD basis set) for a molecular structure, C7H12CuO5 at a distorted geometry.

```
25
Properties=species:S:1:pos:R:3:forces:R:3:nbo_charge:R:1
O 2.077153 2.465430 -0.379509 -1.8 -0.4 -0.7 -0.82
C 1.295668 2.054831 -1.346541 1.3 0.3 1.3 0.34
C 0.957835 0.637165 -1.486157 -3.1 0.4 -0.3 -0.14
O 0.774298 0.005597 -0.241317 -0.2 -0.1 0.1 -0.61
C 1.661837 -0.994115 0.193342 0.2 0.3 -0.2 -0.08
C 1.022408 -1.711842 1.368994 0.1 0.0 0.2 -0.08
O 0.153699 -2.759929 0.997091 0.2 -0.4 0.1 -0.55
C -1.197265 -2.407465 0.797470 -0.3 0.3 -0.1 -0.25
H 1.381784 2.527743 -2.352757 -0.3 0.2 0.6 0.12
H 1.621985 0.093012 -2.168942 -0.5 0.0 -0.1 0.18
H 2.611052 -0.521160 0.501634 -0.1 -0.2 0.0 0.17
H 1.860877 -1.711607 -0.620809 0.0 0.1 0.2 0.17
H 1.820837 -2.170692 1.969475 -0.2 0.0 -0.1 0.17
H 0.481997 -0.987022 2.006191 0.2 -0.1 -0.2 0.19
H -1.774622 -3.339836 0.767045 0.2 0.2 0.0 0.17
H -1.570475 -1.780289 1.625116 0.1 -0.1 -0.3 0.18
H -1.342203 -1.862348 -0.148731 0.0 0.0 0.3 0.19
O -1.699999 1.302343 1.524655 0.8 1.6 1.3 -0.80
C -2.255710 1.550967 0.417348 0.9 -2.8 -2.2 0.25
C -1.604025 1.795032 -0.842826 -1.6 0.5 3.4 -0.32
O -0.543073 2.664222 -0.681671 1.0 -0.7 -1.9 -0.81
Cu 0.465340 1.857473 1.155775 -0.8 0.1 -0.8 0.84
H -3.328670 1.270936 0.304536 0.1 0.0 0.3 0.08
H -2.189378 1.121737 -1.514015 0.3 2.1 -1.6 0.20
H -0.681348 0.899816 -1.845396 3.4 -1.4 0.8 0.21
```
Positions in Å, forces in eV/Å.

Charge: -1
HOMO level in eV: -1.89


# 3
Density functional theory data (ωB97M-V with the def2-TZVPD basis set) for 12 unconnected molecules or ions with the total composition C24H48O48S12 at a distorted geometry.

```
132
Properties=species:S:1:pos:R:3:forces:R:3:mulliken_charge:R:1
C 3.375489 1.479834 -11.247762 0.7 1.2 -1.3 -0.30
C 4.857529 1.295807 -10.829591 -0.7 0.7 0.8 -0.21
O 4.820337 1.140868 -9.405865 -1.3 0.1 2.5 -0.32
S 3.298087 1.435499 -8.718002 -1.1 -1.2 -1.7 1.09
O 2.984698 2.842196 -8.510161 1.1 -2.2 -0.5 -0.50
O 2.914277 0.471496 -7.677009 1.5 2.0 -2.7 -0.49
O 2.619025 0.943762 -10.244521 -0.8 -1.0 3.6 -0.35
H 3.286230 0.938333 -12.189518 -0.6 -0.2 0.2 0.28
H 2.948829 2.474032 -11.380498 0.9 0.5 -0.4 0.29
H 5.551776 2.130312 -10.928219 -0.3 -0.1 -0.9 0.25
H 5.187796 0.370199 -11.301057 0.4 0.1 0.4 0.25
C -6.989275 0.232558 -1.462234 1.8 0.2 2.3 -0.29
C -8.445942 0.441858 -1.085871 -0.4 2.6 -1.9 -0.21
O -8.912415 -0.645232 -0.451277 0.6 -4.6 1.9 -0.35
S -7.707783 -1.843628 -0.170414 -1.9 0.7 -2.3 1.07
O -8.236148 -3.113629 -0.614879 1.0 1.9 0.2 -0.51
O -7.199515 -1.744848 1.149976 0.2 0.5 -0.3 -0.48
O -6.727101 -1.147272 -1.307705 -1.0 -3.0 0.7 -0.27
H -6.366230 0.584381 -0.639964 0.1 1.2 -0.2 0.24
H -6.524843 0.513926 -2.407348 -0.8 0.2 -0.1 0.30
H -9.007645 0.629869 -2.000893 -0.3 -0.2 -0.1 0.24
H -8.703696 1.260867 -0.414386 0.9 0.6 -0.2 0.27
C 7.619354 5.865464 -0.668594 0.3 0.0 -0.9 -0.19
C 8.845779 5.070487 -1.178278 0.4 0.6 -0.2 -0.41
O 8.348716 3.747177 -1.393456 0.1 -0.4 -0.2 -0.31
S 6.956669 3.835302 -2.212359 1.2 1.2 0.0 1.06
O 6.201884 2.685871 -1.844738 -0.1 0.8 0.0 -0.48
O 7.190770 4.102072 -3.635359 -0.6 0.2 3.1 -0.53
O 6.496682 5.196555 -1.282048 -0.2 -1.3 -1.5 -0.29
H 7.622223 6.918248 -0.950961 0.1 -0.1 -0.6 0.27
H 7.487541 5.920196 0.412027 0.0 -0.8 0.1 0.27
H 9.726621 5.134880 -0.539461 -0.5 -0.8 0.6 0.33
H 9.295828 5.379453 -2.121733 -0.7 0.6 -0.3 0.30
C 1.171918 7.667789 3.774644 0.0 1.1 -1.1 -0.24
C 1.476462 6.303562 3.154013 -0.8 -1.1 2.2 -0.21
O 1.921088 6.467194 1.844382 0.3 0.8 -2.3 -0.29
S 1.686387 7.992847 1.237155 -0.9 1.0 0.4 1.08
O 0.317737 8.182853 0.715410 3.1 -0.8 1.1 -0.51
O 2.817282 8.483639 0.401292 -2.9 -1.8 3.0 -0.50
O 1.689196 8.562454 2.806902 1.5 1.7 -2.8 -0.38
H 1.724465 7.930841 4.676636 -0.2 -0.5 0.1 0.24
H 0.140691 8.017771 3.821441 -0.3 -1.0 0.6 0.24
H 0.635977 5.619219 3.269596 -0.5 0.3 -0.8 0.28
H 2.207035 5.754624 3.748167 0.7 0.4 -0.3 0.28
C -5.013516 5.897626 -3.678423 0.6 -0.4 -2.0 -0.21
C -5.593765 6.625381 -2.562584 0.8 0.3 2.1 -0.21
O -6.622434 7.368188 -3.094626 -3.3 2.2 -1.0 -0.31
S -7.330542 6.829209 -4.438657 0.5 -0.7 -1.9 1.07
O -7.104372 7.791298 -5.548223 -0.5 -2.4 3.1 -0.50
O -8.691828 6.241545 -4.313582 4.0 1.5 0.3 -0.50
O -6.148892 5.618136 -4.453719 -2.9 -0.5 -2.0 -0.36
H -4.558299 4.927415 -3.479464 0.1 0.2 0.3 0.25
H -4.354843 6.517133 -4.287080 0.3 0.0 0.1 0.26
H -4.932544 7.407843 -2.190245 0.2 -0.5 0.6 0.24
H -5.984983 5.934466 -1.815802 0.1 0.2 0.3 0.27
C -0.504249 0.419894 -0.374454 -0.2 -2.3 0.4 -0.20
C 0.385627 -0.698097 -1.036396 -0.5 0.3 -0.6 -0.30
O 1.034223 -1.442657 -0.040778 -0.2 0.0 2.5 -0.34
S 0.387485 -1.188874 1.492535 2.9 1.1 -2.7 1.02
O 1.520820 -1.263224 2.405330 -2.3 1.1 -1.4 -0.47
O -0.695003 -2.073372 1.666411 -0.9 0.2 0.3 -0.47
O -0.136987 0.387368 1.031588 1.1 -1.0 1.1 -0.32
H -1.562649 0.160479 -0.349939 0.0 -0.1 -0.5 0.25
H -0.386698 1.351818 -0.927464 0.4 0.3 0.9 0.30
H 1.156376 -0.248780 -1.662624 0.0 0.0 0.1 0.26
H -0.164018 -1.424428 -1.635100 -0.4 0.4 -0.1 0.26
C 0.924417 -0.924799 10.142777 1.2 -0.5 0.1 -0.23
C 1.905645 -1.592464 9.096780 -1.6 0.0 -1.5 -0.34
O 3.051466 -0.785284 8.998041 1.4 1.8 1.7 -0.29
S 2.621395 0.776203 9.173123 0.6 0.0 1.1 1.09
O 2.101744 1.203819 7.898731 -0.2 -0.3 1.5 -0.50
O 3.656256 1.581104 9.813942 -2.2 -1.9 -1.0 -0.52
O 1.419225 0.400524 10.338439 1.4 1.1 -1.7 -0.33
H 1.082771 -1.481668 11.066309 0.0 0.3 0.2 0.25
H -0.155898 -0.893667 10.001113 0.2 -0.1 -0.8 0.28
H 1.643895 -1.557643 8.039252 -1.5 -0.5 0.2 0.29
H 2.133355 -2.630659 9.338454 0.4 0.3 0.3 0.30
C -3.490539 -10.086588 -0.480529 2.4 0.0 2.6 -0.27
C -1.951443 -9.649880 -0.468107 0.3 -1.4 0.3 -0.30
O -1.834344 -8.316758 -0.872144 -2.4 1.6 -0.9 -0.32
S -3.325401 -7.576185 -0.551607 1.4 -0.6 4.0 1.05
O -3.502919 -6.471390 -1.441422 -0.2 -1.7 0.4 -0.47
O -3.409748 -7.356444 0.927957 0.2 -0.6 -4.2 -0.54
O -4.207961 -8.956737 -0.822192 -0.4 2.6 -1.7 -0.30
H -3.676603 -10.246210 0.581543 -0.4 -0.6 0.0 0.28
H -3.700109 -11.003893 -1.030732 -0.2 0.6 -0.5 0.33
H -1.375333 -10.340083 -1.084408 0.0 0.5 -0.6 0.27
H -1.436781 -9.662063 0.492667 -0.7 -0.6 0.5 0.27
C 6.999632 0.313755 2.472065 0.0 -0.5 0.3 -0.27
C 7.216397 -1.026257 1.681601 -1.2 0.8 1.8 -0.29
O 7.881877 -1.850828 2.693089 -0.7 0.8 -0.8 -0.34
S 7.313532 -1.535080 4.225335 1.7 -2.5 -1.2 1.05
O 8.588748 -1.550231 4.949698 -3.1 0.7 -0.4 -0.51
O 6.274937 -2.546893 4.530182 2.0 3.3 -0.4 -0.49
O 6.757200 -0.034829 3.868902 -0.1 -2.1 0.8 -0.28
H 6.116610 0.883214 2.182099 0.2 -0.1 -0.2 0.26
H 7.875984 0.952457 2.582383 0.1 -0.1 -0.9 0.25
H 7.633711 -0.860784 0.688344 1.4 -0.2 0.6 0.34
H 6.275054 -1.499102 1.401596 -0.4 0.0 0.6 0.29
C -3.165233 3.320908 7.022172 -2.3 -0.3 -0.5 -0.34
C -3.506355 1.831359 6.607416 2.3 1.2 0.0 -0.18
O -3.699809 1.855465 5.178150 -1.3 1.1 -0.8 -0.32
S -4.088444 3.400600 4.600853 -1.0 0.8 2.0 1.09
O -5.463744 3.869485 4.917798 3.3 -1.8 -0.8 -0.54
O -3.581120 3.610581 3.251322 -0.5 -0.8 2.9 -0.48
O -3.128154 4.055956 5.796235 0.0 0.3 -1.7 -0.32
H -2.254762 3.518991 7.587781 0.0 -0.4 -0.4 0.32
H -4.031783 3.664749 7.586939 0.2 0.4 0.2 0.26
H -4.271854 1.350112 7.216117 -0.3 0.3 -0.6 0.29
H -2.541761 1.354145 6.780472 -0.3 -0.8 -0.4 0.21
C 4.285753 -7.399568 2.071414 0.3 1.2 -1.0 -0.45
C 4.217238 -8.514601 1.032118 0.1 0.3 2.7 -0.17
O 4.372940 -9.645091 1.982143 -0.4 -1.0 -0.9 -0.36
S 3.849505 -9.393287 3.528805 1.1 -1.3 -1.0 1.08
O 5.092240 -9.490265 4.283249 -2.4 0.3 -0.5 -0.51
O 2.681254 -10.238570 3.907584 3.0 3.1 -1.4 -0.50
O 3.515118 -7.844196 3.161471 -1.5 -0.6 1.6 -0.28
H 3.955940 -6.455289 1.638217 -1.1 0.0 0.4 0.34
H 5.259596 -7.082585 2.444567 0.5 -0.9 -0.2 0.32
H 5.023860 -8.330967 0.322367 0.2 -1.1 0.1 0.29
H 3.251291 -8.592707 0.533183 0.1 0.0 0.1 0.25
C -7.061306 -3.495073 -6.368926 0.3 0.6 1.1 -0.31
C -6.241370 -4.166993 -7.437919 1.8 0.9 0.3 -0.22
O -5.329676 -3.094133 -7.884454 1.6 -0.3 -0.3 -0.34
S -5.011877 -1.997685 -6.711840 -1.6 -2.9 0.2 1.07
O -4.596767 -0.754800 -7.316729 -1.0 -1.9 1.2 -0.49
O -4.298104 -2.634850 -5.592782 -1.2 1.7 -2.3 -0.51
O -6.644400 -2.109229 -6.394735 0.0 1.8 0.7 -0.34
H -6.782622 -3.818647 -5.366067 0.0 -0.5 -0.1 0.29
H -8.130397 -3.678796 -6.475610 0.0 1.0 -0.2 0.32
H -6.739053 -4.531645 -8.336499 0.0 0.1 0.3 0.31
H -5.645608 -4.906082 -6.902271 0.1 -0.4 -0.7 0.23
```
Positions in Å, forces in eV/Å.

HOMO level in eV: -10.80


# 4
Density functional theory data (ωB97M-V with the def2-TZVPD basis set) for a molecular structure, C18H29N3O10P2PdSi2 at a distorted geometry.

```
65
Properties=species:S:1:pos:R:3:forces:R:3:nbo_charge:R:1
Pd -0.140766 0.638775 0.837119 -0.3 -1.2 0.0 0.86
C -1.985709 -1.553419 2.242228 -0.2 0.1 -1.0 -1.10
Si -1.891509 -0.967959 0.364336 -0.9 -0.6 1.0 1.15
C -3.678713 -0.478501 -0.250033 1.0 0.0 0.4 -1.09
C -1.557988 -2.533682 -0.728687 0.1 0.9 0.7 -0.44
C -2.422664 -3.591963 -0.454761 0.0 -0.1 0.0 -0.15
C -2.432934 -4.742834 -1.216598 0.0 -0.1 0.0 -0.22
C -1.571713 -4.846097 -2.294611 0.0 -0.1 -0.1 -0.22
C -0.703556 -3.808263 -2.563018 0.1 0.0 -0.1 -0.19
C -0.653929 -2.649769 -1.787098 0.4 0.4 -0.2 -0.50
Si 0.731526 -1.451518 -2.314108 -0.6 -1.4 -1.6 1.89
C 2.301788 -2.508428 -2.558930 -0.4 0.6 0.0 -1.13
C 0.273604 -0.516190 -3.919640 0.3 -0.3 0.9 -1.14
H -2.907768 -2.096870 2.435454 -0.2 -0.1 0.1 0.22
H -1.948921 -0.699642 2.917896 -0.1 0.1 -0.1 0.24
H -1.144947 -2.203593 2.475971 0.1 -0.1 -0.1 0.22
H -4.348441 -1.332497 -0.184872 0.0 -0.2 0.0 0.22
H -3.647913 -0.153239 -1.286754 0.0 0.0 -0.2 0.22
H -4.091951 0.322114 0.353426 0.0 0.1 0.1 0.24
H -3.106524 -3.511069 0.376653 -0.2 0.0 0.1 0.19
H -3.115650 -5.546653 -0.984257 -0.1 -0.1 0.0 0.21
H -1.571842 -5.727322 -2.919748 0.0 -0.1 0.0 0.21
H -0.036263 -3.891262 -3.404097 0.2 -0.2 -0.3 0.20
H 2.117771 -3.393607 -3.157361 -0.2 -0.2 0.0 0.24
H 2.710088 -2.833128 -1.604928 0.0 -0.1 0.2 0.24
H 3.080029 -1.935642 -3.053163 0.1 0.1 -0.1 0.25
H 0.095878 -1.219393 -4.727307 -0.1 -0.2 -0.1 0.25
H 1.087462 0.135573 -4.226867 0.2 0.1 0.0 0.25
H -0.624465 0.088434 -3.815426 -0.2 0.0 0.1 0.23
N -2.468972 3.802368 -0.227884 -0.5 -0.3 -0.2 -0.73
C -1.170540 3.850972 0.491922 1.0 -0.6 0.3 -0.63
C -0.728525 5.252716 0.835435 0.1 0.3 0.0 -0.64
P 0.094651 3.090515 -0.649244 -0.1 -0.1 -0.4 2.35
O -0.924038 1.928410 -1.308720 0.3 0.7 0.2 -1.03
O 0.430172 4.068507 -1.690671 0.0 0.4 -0.3 -1.12
O 1.130093 2.381293 0.162922 0.4 0.6 -0.1 -1.17
P -1.495518 2.737640 1.955637 -1.1 0.4 0.6 2.35
O -2.181444 3.779095 2.984916 -0.1 -0.1 -0.3 -1.00
O -2.592748 1.875976 1.385638 -0.2 0.2 0.1 -1.13
O -0.349590 2.070573 2.642698 0.3 -0.1 -0.2 -1.11
H -3.072755 4.597989 -0.021229 0.1 -0.1 0.0 0.42
H -2.867641 2.879570 0.220107 -0.1 0.3 -0.4 0.49
H -2.312157 3.703592 -1.235756 -0.2 0.1 0.1 0.45
H -0.482406 5.810588 -0.070541 0.0 0.0 0.0 0.25
H 0.182148 5.196551 1.433694 0.0 0.0 0.0 0.25
H -1.491415 5.781739 1.410722 0.0 0.0 0.0 0.22
H -0.404708 1.454624 -1.971451 -0.1 -0.1 -0.2 0.51
H -1.589827 4.007798 3.699863 0.2 0.1 0.4 0.51
C 1.752159 -0.587471 4.046672 0.1 0.3 -0.3 -0.69
C 2.401525 -0.418558 2.719548 -0.3 -0.2 0.2 0.58
N 1.745656 -0.312034 1.584334 -0.4 0.1 -1.3 -0.53
C 2.664245 -0.170800 0.550938 -2.8 -0.2 0.3 0.11
C 3.957837 -0.227028 1.137227 2.3 0.0 1.3 0.14
N 3.723460 -0.389511 2.501706 1.2 0.1 0.0 -0.56
C 5.296477 -0.204271 0.636424 1.1 -0.1 0.1 0.67
O 5.488740 -0.061039 -0.675364 -0.1 0.0 0.3 -0.66
O 6.234939 -0.329961 1.426851 -0.7 0.1 -0.4 -0.58
C 2.309914 -0.060706 -0.798793 -0.8 -0.3 -1.3 0.68
O 3.070664 0.158574 -1.755471 0.0 0.1 0.9 -0.60
O 0.973091 -0.361630 -1.079721 1.2 0.8 1.0 -0.89
H 0.769345 -0.115494 4.016364 0.0 0.0 -0.1 0.28
H 2.351273 -0.131985 4.833260 0.1 0.0 0.0 0.24
H 1.619663 -1.647847 4.271318 0.1 0.0 -0.1 0.26
H 4.491618 -0.484951 3.146886 0.0 0.0 0.1 0.46
H 4.630637 0.081841 -1.161054 0.2 0.0 0.0 0.51
```
Positions in Å, forces in eV/Å.

Expectation value of S²: 6.0195
HOMO level (spin up / spin down) in eV: -6.82 / -8.33
Multiplicity: 5